# 1
# H3N2O2P

A cluster of 2 separate species, H3N2O2P in total at a distorted geometry (ωB97M-V/def2-TZVPD, OMol25).

Calculated values
Kohn-Sham gap (alpha / beta): 5.53 / 5.52 eV
Energy: -602.96286 Ha

Last column: natural (NBO) charge in e.
Element x y z (Å)
N: -1.029016 -0.876768 -0.444490  -1.08
N: 1.818544 0.881200 1.078984  0.28
O: 1.712321 0.228785 2.095461  -0.42
O: 1.318255 0.474370 -0.010369  -0.62
P: -1.197018 0.769485 -0.233646  1.06
H: -0.858244 -1.403850 0.432950  0.43
H: -0.440025 -0.938208 -1.281298  0.43
H: -1.324821 0.864983 -1.637592  -0.08

Atoms 1-2, force components in eV/Å:
N -0.65 1.53 0.79
N 1.83 2.26 1.69

---

# 2
# H3N2O2S

A cluster of 2 separate species, H3N2O2S in total at a distorted geometry (ωB97M-V/def2-TZVPD, OMol25).

Calculated values
Kohn-Sham gap (alpha / beta): 6.52 / 6.60 eV
Charge: -1
Energy: -659.91992 Ha

Last column: natural (NBO) charge in e.
Element x y z (Å)
N: -0.048319 -1.718916 0.881995  -0.71
N: -0.558467 -0.335659 0.476557  -0.87
O: -0.177879 1.482709 -1.972564  -0.95
O: 1.047806 2.797829 -0.234439  -0.96
S: -0.063552 1.880171 -0.577673  1.60
H: 0.625658 -1.515857 1.559093  0.32
H: 0.542636 -2.127424 0.126851  0.29
H: -1.367882 -0.462855 -0.259821  0.29

Atoms 1-2, force components in eV/Å:
N -1.19 0.65 -2.72
N -0.89 -0.44 -0.75

---

# 3
# H3N2P

A cluster of 2 separate species, H3N2P in total at a distorted geometry (ωB97M-V/def2-TZVPD, OMol25).

Calculated values
Kohn-Sham gap: 9.81 eV
SMILES: N#P.N
Energy: -452.61388 Ha

Last column: natural (NBO) charge in e.
Element x y z (Å)
N: -1.821487 -0.563682 0.382916  -0.91
P: -2.185689 0.780097 -0.069251  0.91
N: 1.154874 0.064033 0.220793  -1.05
H: 0.926518 0.701573 -0.597990  0.33
H: 0.240407 -0.378549 0.324415  0.37
H: 1.685377 -0.603473 -0.260885  0.35

Atoms 1-2, force components in eV/Å:
N -0.08 -0.60 0.16
P -0.39 0.66 -0.17

---

# 4
# H3N3O

A cluster of 2 separate species, H3N3O in total at a distorted geometry (ωB97M-V/def2-TZVPD, OMol25).

Calculated values
Kohn-Sham gap: 10.64 eV
Energy: -241.22095 Ha

Last column: natural (NBO) charge in e.
Element x y z (Å)
N: 1.921053 1.230756 0.571194  -0.14
N: 1.720339 -0.997104 0.077806  -0.56
N: 1.807506 0.128849 0.401822  0.29
O: -0.480994 0.549399 -0.564862  -0.95
H: -0.716077 1.430303 -0.119675  0.48
H: 1.603648 -1.859370 0.609856  0.41
H: -1.213124 0.262502 -1.042225  0.47

Atoms 1-2, force components in eV/Å:
N 0.04 0.56 0.18
N 0.04 -3.48 -2.03

---

# 5
# H3N3O2

A cluster of 2 separate species, H3N3O2 in total at a distorted geometry (ωB97M-V/def2-TZVPD, OMol25).

Calculated values
Kohn-Sham gap (alpha / beta): 8.40 / 9.51 eV
Energy: -316.31795 Ha

Last column: natural (NBO) charge in e.
Element x y z (Å)
N: -0.427855 0.290469 0.751723  0.38
N: 0.707083 -0.109407 -1.146913  -0.32
N: -0.647686 -0.685412 1.413554  -0.46
O: -0.652315 1.459947 0.688370  -0.33
O: 1.702442 0.695800 -1.446568  -0.36
H: -0.256837 -0.026563 -1.599830  0.37
H: 1.012842 -0.988967 -0.675941  0.37
H: -1.437675 -0.635867 2.015605  0.34

Atoms 1-2, force components in eV/Å:
N 1.19 1.27 -0.55
N 1.75 0.34 -0.62

---

# 6
# H3N3O2

A cluster of 2 separate species, H3N3O2 in total at a distorted geometry (ωB97M-V/def2-TZVPD, OMol25).

Calculated values
Kohn-Sham gap (alpha / beta): 8.73 / 9.11 eV
Energy: -316.31677 Ha

Last column: natural (NBO) charge in e.
Element x y z (Å)
N: -0.063577 0.849657 0.272018  0.38
N: 0.451783 -0.967358 -0.630698  -0.24
N: -0.934015 0.605305 1.075884  -0.50
O: 0.659686 1.742354 -0.068316  -0.33
O: 1.458036 -1.172735 -1.408346  -0.37
H: -0.460070 -1.259179 -0.973922  0.35
H: 0.399567 -1.200270 0.358660  0.35
H: -1.511410 1.402226 1.374720  0.35

Atoms 1-2, force components in eV/Å:
N 1.86 0.39 -0.59
N 0.11 -1.31 -0.70

---

# 7
# H3N3O2

The molecule H3N3O2 at a distorted geometry (ωB97M-V/def2-TZVPD, OMol25).

Calculated values
Kohn-Sham gap: 10.89 eV
SMILES: NN[N+](=O)[O-]
Energy: -316.39300 Ha

Last column: natural (NBO) charge in e.
Element x y z (Å)
N: -1.256117 0.089694 -0.041032  -0.63
N: -0.143801 -0.604427 -0.235061  -0.34
N: 1.153149 0.079625 0.036393  0.63
O: 1.126556 1.274643 -0.098902  -0.38
O: 2.029568 -0.705146 0.207262  -0.36
H: -1.459298 0.651450 0.754815  0.36
H: -1.231649 0.726816 -0.851812  0.36
H: -0.218409 -1.512656 0.228334  0.38

Atoms 1-2, force components in eV/Å:
N -1.75 2.11 -3.31
N 1.59 -1.36 1.23

---

# 8
# H3N3O2

The molecule H3N3O2 at a distorted geometry (ωB97M-V/def2-TZVPD, OMol25).

Calculated values
Kohn-Sham gap: 11.22 eV
SMILES: NN[N+](=O)[O-]
Energy: -316.38278 Ha

Last column: natural (NBO) charge in e.
Element x y z (Å)
N: -0.447302 0.279020 -0.171281  -0.64
N: 0.782862 -0.261448 0.114987  -0.31
N: 0.934652 -1.618414 0.053988  0.63
O: -0.004087 -2.147982 -0.459348  -0.42
O: 1.910026 -2.216197 0.459480  -0.40
H: -0.696695 0.516367 -1.251954  0.37
H: -1.172784 -0.283584 0.189024  0.37
H: 1.376761 0.406254 0.665962  0.41

Atoms 1-2, force components in eV/Å:
N -0.36 1.92 -3.13
N 0.93 2.42 0.45

---

# 9
# H3N3O2S

The molecule H3N3O2S at a distorted geometry (ωB97M-V/def2-TZVPD, OMol25).

Calculated values
Kohn-Sham gap: 10.31 eV
SMILES: NN(S)[N+](=O)[O-]
Energy: -714.55137 Ha

Last column: natural (NBO) charge in e.
Element x y z (Å)
N: 1.058181 -0.024525 0.894470  -0.63
N: 0.178750 -0.188145 -0.168361  -0.27
S: 0.896594 0.092966 -1.787113  0.19
N: -1.162174 0.127829 0.082738  0.61
O: -1.307495 0.381619 1.245511  -0.41
O: -2.044509 0.108280 -0.759143  -0.38
H: 0.674717 -0.357889 1.837977  0.40
H: 1.163180 0.992245 0.985802  0.34
H: 0.542755 -1.132380 -2.331880  0.15

Atoms 1-2, force components in eV/Å:
N 0.12 0.64 1.32
N 0.60 -1.13 -2.42

---

# 10
# H3N3O3

The molecule H3N3O3 at a distorted geometry (ωB97M-V/def2-TZVPD, OMol25).

Calculated values
Kohn-Sham gap: 10.54 eV
SMILES: NN(O)[N+](=O)[O-]
Energy: -391.57579 Ha

Last column: natural (NBO) charge in e.
Element x y z (Å)
N: -0.412341 0.490399 1.006462  -0.71
N: 0.194919 0.353896 -0.317643  0.11
O: 1.511694 0.714665 -0.214222  -0.49
N: -0.204287 -0.807823 -0.931110  0.61
O: -1.320003 -1.213219 -0.662971  -0.42
O: 0.521915 -1.239732 -1.778646  -0.35
H: -1.201835 -0.153764 1.181061  0.40
H: -0.790100 1.426222 1.021463  0.37
H: 1.700037 0.429357 0.695607  0.47

Atoms 1-2, force components in eV/Å:
N 0.36 -0.04 -0.30
N -2.31 1.90 2.13

---

# 11
# H3N3O3

A structure of composition H3N3O3 at a distorted geometry (ωB97M-V/def2-TZVPD, OMol25).

Calculated values
Kohn-Sham gap (alpha / beta): 6.60 / 8.83 eV
Energy: -391.45960 Ha

Last column: natural (NBO) charge in e.
Element x y z (Å)
N: 0.849964 1.079446 0.677344  0.01
N: -0.311074 1.011576 0.964224  -0.35
N: 1.232653 -0.554482 -0.087110  0.52
O: 2.246850 -0.614493 -0.750718  -0.34
O: -1.010152 -0.477919 -1.348919  -0.81
O: 0.203675 -1.161254 -0.022491  -0.26
H: -0.818009 0.162547 0.772317  0.42
H: -0.801221 1.781709 1.359581  0.39
H: -1.592687 -1.227130 -1.564227  0.43

Atoms 1-2, force components in eV/Å:
N 1.95 0.17 -1.32
N -0.21 -0.28 0.19

---

# 12
# H3N5O3

A cluster of 2 separate species, H3N5O3 in total at a distorted geometry (ωB97M-V/def2-TZVPD, OMol25).

Calculated values
Kohn-Sham gap: 9.86 eV
Energy: -500.97966 Ha

Last column: natural (NBO) charge in e.
Element x y z (Å)
N: 0.841384 -0.464250 0.229303  0.26
N: 1.621768 0.360400 -0.130287  -0.18
N: -0.172610 -0.952270 0.282901  -0.11
N: 2.978568 0.234076 0.260325  -0.68
N: -2.709369 0.989300 0.131755  0.38
O: -1.679016 1.192810 -0.454627  -0.37
O: -2.747164 -1.347045 -0.338253  -0.43
O: -3.288878 -0.111441 0.241716  -0.07
H: 3.617775 0.021842 -0.478406  0.36
H: 3.404266 1.089167 0.604347  0.37
H: -1.866725 -1.012588 -0.348776  0.46

Atoms 1-2, force components in eV/Å:
N -2.41 -1.24 0.06
N 3.52 2.96 -1.11

---

# 13
# H3NO2S2

A structure of composition H3NO2S2 at a distorted geometry (ωB97M-V/def2-TZVPD, OMol25).

Calculated values
Kohn-Sham gap: 9.32 eV
Energy: -1003.27725 Ha

Last column: natural (NBO) charge in e.
Element x y z (Å)
N: -1.203549 1.083329 -0.471096  -1.01
O: -0.428985 -1.084032 1.363064  -0.98
O: 1.262720 0.419886 -0.100547  -0.85
S: 1.415426 -0.819319 -1.198900  0.31
S: -0.141261 0.880523 0.554359  1.56
H: 1.203545 -1.931482 -0.572257  0.12
H: -1.522732 0.473897 -1.151181  0.40
H: -0.129972 -1.111415 2.247442  0.45

Atoms 1-2, force components in eV/Å:
N 0.85 1.39 2.77
O -0.35 2.53 -3.05

---

# 14
# H3NO2S2

The molecule H3NO2S2 at a distorted geometry (ωB97M-V/def2-TZVPD, OMol25).

Calculated values
Kohn-Sham gap (alpha / beta): 7.19 / 6.45 eV
2S+1: 3
Energy: -1003.19298 Ha

Last column: natural (NBO) charge in e.
Element x y z (Å)
N: -1.182351 0.426787 -0.020905  -0.50
O: 0.610729 -1.547200 0.068577  -0.93
O: -0.141254 0.783073 -0.859093  -0.39
S: 2.602941 0.465088 0.674814  -0.22
S: 1.479699 -0.357340 -0.554819  0.78
H: -2.125077 0.845155 -0.396358  0.37
H: -0.904109 0.968500 0.906027  0.36
H: -0.340580 -1.584063 0.181758  0.52

Atoms 1-2, force components in eV/Å:
N -0.04 3.63 0.78
O 0.91 -1.76 0.89

---

# 15
# H3NO3Si

The molecule H3NO3Si at a distorted geometry (ωB97M-V/def2-TZVPD, OMol25).

Calculated values
Kohn-Sham gap: 11.58 eV
SMILES: O=[N+]([O-])O[SiH3]
Energy: -571.61639 Ha

Last column: natural (NBO) charge in e.
Element x y z (Å)
O: -1.373009 -0.520234 -1.196737  -0.26
N: -1.660581 -0.045625 -0.197558  0.77
O: -2.624408 0.102961 0.465763  -0.27
O: -0.392801 0.654559 0.518713  -0.83
Si: 1.171297 0.095763 0.165977  1.20
H: 2.173848 1.000330 -0.190016  -0.21
H: 1.745434 -0.466352 1.346614  -0.21
H: 0.960220 -0.821402 -0.912755  -0.20

Atoms 1-2, force components in eV/Å:
O -0.29 -1.43 -2.71
N 1.69 2.37 3.74

---

# 16
# H3NO3Si

The molecule H3NO3Si at a distorted geometry (ωB97M-V/def2-TZVPD, OMol25).

Calculated values
Kohn-Sham gap: 11.56 eV
SMILES: O=[N+]([O-])O[SiH3]
Energy: -571.62010 Ha

Last column: natural (NBO) charge in e.
Element x y z (Å)
O: 1.044880 -1.028622 0.248559  -0.44
N: 1.467291 0.066583 -0.005966  0.74
O: 2.585837 0.430965 -0.101510  -0.34
O: 0.551000 0.950586 -0.233879  -0.56
Si: -1.137004 -0.050912 -0.054697  1.06
H: -1.442292 -0.633592 1.368952  -0.14
H: -1.662749 1.323931 -0.122074  -0.18
H: -1.406966 -1.058941 -1.099386  -0.14

Atoms 1-2, force components in eV/Å:
O -0.69 -2.66 0.62
N 0.58 1.49 -0.67

---

# 17
# H3NOP2

A cluster of 2 separate species, H3NOP2 in total at a distorted geometry (ωB97M-V/def2-TZVPD, OMol25).

Calculated values
Kohn-Sham gap (alpha / beta): 8.47 / 8.12 eV
Energy: -814.26756 Ha

Last column: natural (NBO) charge in e.
Element x y z (Å)
N: -2.126950 1.534732 2.138448  -0.24
O: -2.868617 2.363780 2.587742  -0.25
P: -0.013092 -0.412304 1.652658  0.04
P: -1.256984 1.151374 0.920760  0.49
H: -0.682913 -1.431032 1.163359  -0.02
H: 0.730393 -0.347367 0.537203  -0.01
H: 0.313854 1.860622 -1.696306  -0.01

Atoms 1-2, force components in eV/Å:
N -0.75 0.75 2.40
O -0.37 -0.19 -0.06

---

# 18
# H3NOPS

The ion H3NOPS with charge -1 at a distorted geometry (ωB97M-V/def2-TZVPD, OMol25).

Calculated values
Kohn-Sham gap: 6.24 eV
Charge: -1
Energy: -871.27341 Ha

Last column: natural (NBO) charge in e.
Element x y z (Å)
N: -0.942386 -0.600780 0.909561  -0.52
O: -0.747301 0.358879 -0.152991  -0.72
P: 0.869057 0.549026 -0.496347  0.57
S: 0.471603 -1.584597 1.011949  -0.40
H: -1.240082 -0.079373 1.757052  0.32
H: 0.442476 1.638635 -1.505448  -0.15
H: 1.146633 -0.281791 -1.523775  -0.10

Atoms 1-2, force components in eV/Å:
N -1.25 -0.42 0.30
O -0.42 0.26 -0.10

---

# 19
# H3NOPS

A structure of composition H3NOPS at a distorted geometry (ωB97M-V/def2-TZVPD, OMol25).

Calculated values
Kohn-Sham gap: 6.55 eV
Charge: -1
Energy: -871.24308 Ha

Last column: natural (NBO) charge in e.
Element x y z (Å)
N: 0.758091 -0.391739 1.296859  -0.43
O: -0.558268 -0.815130 1.036325  -0.78
P: -0.733174 0.496860 -0.766300  0.24
S: 1.378994 0.322671 -0.227989  -0.14
H: 0.572017 0.484290 1.692861  0.30
H: -1.015345 -0.782474 -1.026667  -0.04
H: -0.402315 0.685521 -2.005090  -0.15

Atoms 1-2, force components in eV/Å:
N -0.27 -0.88 -0.24
O 0.85 -0.20 0.22

---

# 20
# H3NP2

The molecule H3NP2 at a distorted geometry (ωB97M-V/def2-TZVPD, OMol25).

Calculated values
Kohn-Sham gap: 8.64 eV
SMILES: [H]/P=N/P
Energy: -739.17976 Ha

Last column: natural (NBO) charge in e.
Element x y z (Å)
H: -0.100202 1.582955 2.246159  -0.11
P: 0.099465 0.308145 1.614788  0.82
N: -0.035778 0.567519 0.103239  -1.14
P: 0.573730 -0.622187 -1.091639  0.54
H: -0.386090 -0.108409 -1.884894  -0.04
H: -0.151125 -1.728024 -0.987653  -0.07

Atoms 1-2, force components in eV/Å:
H -0.29 0.21 -0.40
P 0.26 -0.78 1.55

---

Listing ΔE to the lowest compared entry with this formula, charge and spin for the structures above in their given order: 522.9 237.8 116.7 138.3 233.3 236.4 36.3 63.1 212.5 431.8 736.8 20.9 181.7 171.8 256.3 246.5 301.9 237.6 317.3 24.9 kJ/mol.